Entry from the OMol25 dataset: a molecular structure, C36H50BrCuN3OP2 in a non-equilibrium geometry (ωB97M-V/def2-TZVPD).

Computed properties:
HOMO (spin up / spin down) = -12.71 / -12.72 eV
energy = -177901.48693 eV
relative energy (zero: lowest compared OMol25 entry of this formula, charge and spin) = 0.559 eV

Geometry as ORCA input:
```
! wB97M-V def2-TZVPD RIJCOSX def2/J DEFGRID3
* xyz 2 2
C -0.97683 1.24703 -9.12284
C -1.37895 2.09551 -8.06966
C -2.04604 3.30285 -8.40172
C -2.11647 3.66603 -9.75434
N -1.64892 2.89699 -10.72845
C -1.10780 1.72307 -10.43582
C -1.09504 1.75527 -6.68060
C -0.63291 1.93530 -5.54777
C -0.03667 2.02814 -4.28955
C -0.29911 0.89119 -3.51693
C -0.41332 0.95472 -2.13392
C 0.18417 2.11867 -1.56912
C 0.90199 3.02678 -2.36079
C 0.58514 3.15300 -3.70994
Cu -0.85924 -0.81561 -0.94374
P -2.70951 -0.48813 0.19726
H -2.45981 3.96233 -7.63020
H -0.53936 0.26121 -8.94117
H -2.56050 4.61810 -10.03414
H -0.74808 1.12691 -11.27037
H 0.84439 4.06489 -4.26622
H -0.67381 0.00616 -3.99189
H 1.62489 3.71417 -1.91732
H -1.48117 0.36182 -1.94148
C -2.63110 -0.42142 2.02723
C -3.90522 -0.06533 2.79510
H -1.83098 0.29305 2.28514
H -2.25463 -1.40705 2.34262
H -3.75499 -0.30807 3.85842
H -4.11971 1.01106 2.73853
H -4.77972 -0.62959 2.44404
C -3.81548 0.87187 -0.36642
C -4.63267 0.69030 -1.64954
H -3.11031 1.68720 -0.58149
H -4.45945 1.19024 0.47263
H -5.07814 1.66214 -1.92177
H -3.98418 0.38866 -2.48986
H -5.45436 -0.03176 -1.52865
C -3.51193 -1.99534 -0.41903
C -4.75436 -2.39852 0.35019
H -2.74284 -2.78303 -0.40074
H -3.75045 -1.80747 -1.47512
H -5.16298 -3.30867 -0.10252
H -4.52633 -2.61688 1.39935
H -5.53671 -1.62928 0.30706
Br 0.32213 2.13040 0.28138
P -1.01548 4.75729 0.51068
C -2.27376 3.57504 1.03134
C -3.32500 4.25141 1.89919
H -1.82010 2.74706 1.58966
H -2.74719 3.17790 0.12428
H -4.30211 3.74724 1.78109
H -2.99798 4.18765 2.94483
H -3.41271 5.30352 1.59361
C 0.56893 4.79264 1.36373
C 1.14222 6.19690 1.65701
H 1.32978 4.22698 0.76626
H 0.47894 4.26260 2.33523
H 2.03857 6.10026 2.29296
H 1.42588 6.69761 0.71301
H 0.39853 6.80430 2.20117
C -1.11266 4.90955 -1.27359
C -1.72418 6.20514 -1.82419
H -1.65542 4.04829 -1.69849
H -0.07913 4.89109 -1.63447
H -1.40838 6.37642 -2.86579
H -2.81445 6.13464 -1.80110
H -1.38174 7.04606 -1.21278
C 3.35872 -4.85142 1.80161
N 2.30712 -4.22310 1.02441
N 2.37922 -2.90922 0.69522
C 1.14478 -2.46615 0.28448
O 0.98344 -1.24764 -0.04510
C 0.29838 -3.61481 0.36892
C 1.04655 -4.65996 0.84357
C 0.67838 -6.06183 1.09081
C 3.58330 -2.16363 0.73272
C 4.76573 -2.75315 0.26409
C 6.00082 -2.17116 0.56046
C 6.04633 -0.95835 1.26605
C 4.86066 -0.30909 1.62320
C 3.62636 -0.88422 1.31101
H 3.64456 -4.24718 2.68269
H 4.24260 -5.04168 1.17725
H 2.95819 -5.81393 2.14672
H -0.74761 -3.59242 0.14447
H 1.35842 -6.75306 0.58118
H 0.66616 -6.31086 2.15340
H -0.32538 -6.23517 0.69597
H 4.71290 -3.70456 -0.28572
H 6.92159 -2.68442 0.24483
H 7.01085 -0.53182 1.53515
H 4.89849 0.63681 2.15912
H 2.68867 -0.38374 1.56018
*
```

So, what does the Löwdin scheme give us? The charges, in e, come out as: -0.01 -0.23 -0.01 -0.13 0.06 -0.13 0.10 0.03 -0.21 -0.02 -0.20 -0.62 -0.13 0.02 0.26 0.91 0.11 0.12 0.11 0.11 0.14 0.13 0.12 0.10 -0.37 -0.13 0.07 0.09 0.09 0.06 0.06 -0.38 -0.12 0.03 0.09 0.09 0.07 0.08 -0.40 -0.13 0.06 0.08 0.09 0.07 0.08 1.03 1.10 -0.45 -0.13 0.03 0.05 0.09 0.09 0.07 -0.47 -0.13 0.02 0.10 0.09 0.08 0.08 -0.39 -0.11 0.10 0.06 0.09 0.08 0.08 0.02 -0.06 0.06 -0.37 -0.09 0.06 -0.25 0.00 -0.18 -0.03 -0.05 -0.07 -0.07 -0.01 0.12 0.09 0.10 0.09 0.10 0.10 0.10 0.12 0.12 0.11 0.11 0.10